# 1
64
Properties=species:S:1:pos:R:3 method="wB97M-V/def2-TZVPD" orbital_gap_ev=9.631 e_lumo_ev=1.63 relative_energy_ev=2.344 total_charge=-1 total_energy_ev=-56572.863 homo_ev=-8.0 fmax_ev_per_a=5.54
O -1.20 0.25 3.90
C -1.26 0.11 2.68
O -0.56 0.78 1.73
B -0.78 0.18 0.36
O -1.80 -0.85 0.62
C -2.02 -0.97 1.92
O -2.73 -1.79 2.48
O 0.45 -0.44 -0.08
C 0.86 0.17 -1.14
O 1.93 -0.09 -1.73
C -0.20 1.20 -1.58
O -1.19 1.19 -0.67
O -0.04 1.96 -2.50
O 0.18 -0.37 -4.75
H 1.05 0.02 -4.73
H -0.42 0.37 -4.65
O 0.99 3.43 -5.11
H 0.36 2.74 -4.90
H 0.62 3.89 -5.86
O -4.22 -3.39 0.69
H -3.98 -2.91 -0.09
H -3.74 -2.96 1.40
O -0.99 -3.75 -0.06
H -1.09 -2.80 -0.07
H -1.29 -4.02 0.81
O 1.13 -3.37 -2.80
H 1.84 -2.78 -2.56
H 1.09 -4.00 -2.08
O -2.81 0.10 6.05
H -2.15 0.12 5.35
H -2.61 0.86 6.59
O -4.33 -0.34 -0.54
H -4.15 -1.08 -1.12
H -3.49 0.09 -0.43
O 0.97 4.51 -2.55
H 0.27 3.85 -2.57
H 1.54 4.28 -3.29
O 3.81 -2.23 -2.52
H 3.57 -1.31 -2.42
H 4.45 -2.39 -1.82
O 4.19 -0.14 0.24
H 3.48 0.45 0.50
H 3.93 -0.99 0.59
O -1.65 3.42 3.74
H -0.84 3.35 4.26
H -2.11 2.60 3.91
O -1.65 1.53 -4.95
H -1.55 1.90 -5.83
H -1.88 2.28 -4.40
O 0.55 -0.14 6.55
H 1.44 -0.49 6.57
H 0.57 0.53 5.87
O 1.79 2.55 1.19
H 1.72 3.47 1.44
H 1.04 2.13 1.62
O -1.08 -4.42 2.67
H -1.72 -3.94 3.21
H -0.92 -5.23 3.16
O 3.55 2.60 -3.09
H 3.29 2.84 -2.20
H 2.93 1.92 -3.35
O 2.32 -1.10 2.18
H 2.62 -1.80 2.76
H 1.97 -1.56 1.41

# 2
55
Properties=species:S:1:pos:R:3 method="wB97M-V/def2-TZVPD" orbital_gap_ev=9.042 e_lumo_ev=-0.05 total_energy_ev=-57080.779 homo_ev=-9.1 fmax_ev_per_a=5.79
C 0.82 1.09 -2.32
C -0.05 -0.15 -2.19
O 0.67 -1.23 -1.72
O -1.17 -0.22 -2.65
C 1.13 2.01 -1.16
S -0.50 2.66 -0.75
S -0.37 4.37 0.14
C -0.50 4.39 1.92
H 1.99 0.83 -2.49
H 0.46 1.59 -3.25
H 0.04 -2.02 -1.47
H 1.59 1.43 -0.21
H 1.90 2.88 -1.41
H -1.44 4.72 2.28
H -0.39 3.36 2.32
H 0.37 4.87 2.31
H 3.22 3.16 2.70
H 4.42 2.69 2.10
O 3.91 3.50 2.24
H -1.86 0.87 3.59
H -3.24 1.07 2.85
O -2.57 0.38 3.14
H 3.35 -0.23 3.62
H 3.02 -0.77 2.30
O 2.52 -0.39 3.06
H 1.01 -1.80 1.83
H 0.19 -1.55 0.72
O 1.01 -2.07 0.94
H -0.59 -2.97 -3.50
H 0.60 -4.20 -3.65
O 0.42 -3.25 -3.47
H -1.72 -0.31 2.06
H -1.27 0.32 0.62
O -1.27 -0.50 1.17
H 0.36 1.33 4.86
H 0.48 0.08 4.06
O -0.10 0.93 4.21
H -2.97 -1.10 -1.58
H -3.59 -0.82 -2.94
O -3.77 -1.42 -2.19
H -4.30 -2.63 -0.50
H -4.55 -3.63 0.59
O -3.97 -3.48 -0.13
H 2.29 -1.19 0.41
H 3.71 -1.52 0.27
O 3.15 -0.78 0.47
H -2.91 -2.50 1.28
H -2.09 -3.49 1.25
O -2.24 -2.80 1.93
H -0.80 2.33 -5.12
H -1.71 3.21 -4.13
O -1.45 3.15 -5.05
H 2.58 -3.35 -2.44
H 2.83 -3.36 -3.85
O 3.33 -3.49 -3.06

# 3
52
Properties=species:S:1:pos:R:3 method="wB97M-V/def2-TZVPD" orbital_gap_ev=9.777 e_lumo_ev=0.32 relative_energy_ev=1.098 total_energy_ev=-30774.911 homo_ev=-9.5 fmax_ev_per_a=4.51
C -0.35 -1.38 1.66
N 0.08 -1.01 0.20
C 0.78 0.32 0.11
C 1.62 0.62 -1.22
C -0.45 -2.92 1.76
H 0.37 -1.07 2.40
H -1.31 -0.89 1.75
H 0.79 -1.72 -0.06
H 0.01 1.14 0.15
H 1.42 0.45 0.99
H 1.97 1.62 -0.94
H 2.54 0.00 -1.47
H 1.04 0.72 -2.11
H 0.10 -3.00 2.70
H 0.03 -3.52 0.93
H -1.42 -3.37 1.63
H 4.44 2.23 0.74
H 2.99 2.58 -0.12
O 3.67 2.80 0.54
H 0.13 -3.08 -2.83
H -0.32 -2.83 -1.37
O 0.14 -3.47 -1.91
H 4.42 -1.25 1.14
H 2.96 -0.99 0.66
O 3.71 -0.59 1.09
H 3.23 -2.23 -1.37
H 1.87 -1.85 -1.79
O 2.36 -2.16 -1.00
H 1.83 3.04 3.33
H 2.23 1.69 2.96
O 1.38 2.19 3.21
H 0.13 4.32 -0.69
H -0.43 3.12 -1.47
O 0.37 3.60 -1.29
H -4.25 -1.66 0.60
H -3.51 -1.09 -0.65
O -4.28 -0.97 -0.06
H -2.05 0.63 -1.65
H -1.40 -0.68 -1.20
O -2.14 -0.37 -1.64
H -3.45 1.47 0.73
H -4.39 0.86 -0.42
O -3.95 1.72 -0.05
H -1.44 0.47 4.38
H -0.18 0.97 3.72
O -1.08 0.86 3.54
H -2.40 3.58 -1.84
H -2.92 2.27 -1.09
O -2.16 2.72 -1.59
H -1.14 -1.56 -4.43
H -0.93 -0.80 -3.06
O -0.64 -1.54 -3.62

# 4
56
Properties=species:S:1:pos:R:3 method="wB97M-V/def2-TZVPD" orbital_gap_ev=9.174 e_lumo_ev=0.15 relative_energy_ev=0.384 total_energy_ev=-45164.571 homo_ev=-9.0 fmax_ev_per_a=2.60
C 0.43 1.12 0.52
N 1.56 1.91 1.08
C 2.57 0.99 1.62
O 3.05 0.09 0.64
C -0.77 1.96 0.19
C -0.97 2.07 -1.34
S -1.31 3.76 -1.93
N -2.04 1.45 0.83
H 0.17 0.52 1.42
H 0.77 0.38 -0.18
H 2.01 2.43 0.33
H 3.45 1.56 1.93
H 2.09 0.45 2.44
H 3.18 0.60 -0.18
H -0.72 2.96 0.65
H -1.81 1.52 -1.76
H -0.13 1.56 -1.85
H -0.03 4.16 -2.16
H -2.67 2.23 0.70
H -2.25 0.67 0.23
H 1.15 -2.50 -1.75
H 0.30 -1.67 -2.81
O 1.13 -2.14 -2.65
H 0.24 1.56 3.58
H 0.50 1.11 4.95
O 0.14 0.75 4.13
H -2.58 -1.43 2.80
H -4.06 -1.37 2.95
O -3.31 -0.80 2.76
H -0.20 -4.62 -2.17
H -0.76 -3.47 -1.50
O -0.99 -4.06 -2.23
H 0.95 -4.17 3.25
H 1.03 -3.98 1.76
O 0.39 -4.10 2.47
H 4.29 2.15 -1.10
H 3.38 1.51 -2.34
O 3.46 1.82 -1.43
H -2.62 -2.10 -2.59
H -1.66 -2.07 -3.84
O -2.19 -1.54 -3.23
H -1.52 -1.44 -0.42
H -1.18 -0.86 1.09
O -0.93 -1.41 0.34
H 0.56 -2.19 0.37
H 2.16 -2.31 0.57
O 1.37 -2.70 0.16
H 0.85 2.78 2.49
H 0.18 3.92 3.08
O 0.86 3.28 3.36
H 1.45 -0.09 -3.65
H 2.04 -0.34 -2.29
O 1.84 0.37 -2.91
H -2.59 -2.96 0.33
H -3.72 -3.83 -0.22
O -2.94 -3.35 -0.49

# 5
57
Properties=species:S:1:pos:R:3 method="wB97M-V/def2-TZVPD" orbital_gap_ev=9.781 e_lumo_ev=-0.15 relative_energy_ev=4.927 total_energy_ev=-38424.434 homo_ev=-9.9 fmax_ev_per_a=4.07
C -0.54 -2.11 0.00
C 0.18 -0.84 -0.35
C 0.07 -0.62 -1.88
O -1.28 -0.66 -2.30
N 1.63 -0.82 -0.07
C 2.08 -0.93 1.26
N 3.36 -1.39 1.41
O 1.49 -0.62 2.31
H -1.62 -2.12 -0.18
H -0.18 -2.99 -0.52
H -0.43 -2.13 1.11
H -0.09 0.15 0.06
H 0.58 0.28 -2.24
H 0.56 -1.52 -2.31
H -1.83 -0.05 -1.76
H 2.21 -1.28 -0.80
H 3.71 -1.35 2.35
H 4.03 -1.40 0.60
H 1.86 1.06 -3.51
H 0.70 2.03 -3.39
O 1.49 1.73 -2.90
H 0.52 0.90 2.34
H 0.17 2.21 1.52
O -0.01 1.72 2.34
H -0.84 -1.97 4.23
H 0.17 -1.55 3.19
O -0.31 -2.33 3.51
H -2.86 0.10 3.34
H -2.71 -1.11 2.35
O -3.21 -0.78 3.11
H -0.67 3.40 -3.88
H -1.69 2.63 -2.81
O -0.80 3.08 -2.99
H 1.18 -3.32 -1.17
H 2.13 -4.11 -2.20
O 1.93 -3.27 -1.77
H -2.44 2.57 3.98
H -1.50 1.68 3.07
O -2.44 1.82 3.39
H -3.00 1.69 -0.34
H -1.91 2.20 -1.29
O -2.29 1.38 -0.92
H 0.86 3.13 -0.83
H 0.81 1.64 -0.64
O 0.41 2.46 -0.29
H -1.63 4.30 -1.31
H -1.23 3.08 -0.33
O -1.92 3.72 -0.61
H -2.74 1.06 -2.50
H -3.63 2.29 -2.10
O -3.16 1.88 -2.83
H -0.67 -4.23 1.12
H 0.79 -4.50 1.55
O 0.10 -4.79 0.95
H 4.75 0.36 -0.57
H 5.55 -0.87 -1.20
O 4.70 -0.55 -0.87

# 6
56
Properties=species:S:1:pos:R:3 method="wB97M-V/def2-TZVPD" orbital_gap_ev=9.387 e_lumo_ev=4.89 relative_energy_ev=4.640 total_charge=-2 total_energy_ev=-37492.594 homo_ev=-4.5 fmax_ev_per_a=8.77
C 0.01 -0.55 -0.58
C -1.22 0.45 -0.51
C -1.04 1.45 0.66
O 0.05 2.30 0.48
C -0.14 -1.35 -1.86
O 0.54 -0.84 -2.94
H 0.00 -1.11 0.38
H 0.85 0.15 -0.49
H -1.09 1.04 -1.35
H -2.20 -0.09 -0.61
H -1.93 2.07 0.66
H -0.88 0.96 1.68
H 0.03 -2.36 -1.63
H -1.23 -1.22 -2.25
H -2.55 2.88 -3.32
H -1.46 2.32 -4.23
O -2.44 2.61 -4.31
H -4.52 0.21 2.03
H -3.21 -0.34 2.45
O -3.82 0.54 2.58
H 2.47 -1.61 -1.12
H 1.51 -0.67 -2.75
O 2.99 -1.15 -1.88
H 0.57 2.49 -1.21
H 1.83 1.71 -1.59
O 1.38 2.59 -1.84
H 1.99 0.54 1.66
H 3.23 0.46 0.58
O 2.23 0.91 0.89
H 0.36 2.01 -3.11
H -0.05 0.53 -3.53
O -0.26 1.45 -3.50
H 0.96 1.93 0.66
H 2.05 -0.74 2.61
O 1.24 -0.35 2.91
H 4.81 -1.05 1.40
H 4.50 -0.52 2.71
O 5.03 -1.27 2.39
H -1.74 -1.99 1.89
H -3.31 -2.43 2.52
O -2.99 -1.72 1.85
H -0.91 -2.18 3.33
H 0.49 -1.03 2.71
O -0.66 -2.12 2.51
H 3.81 -0.97 -1.37
H 5.10 0.27 -0.10
O 4.34 -0.25 0.18
H -1.79 5.25 -0.34
H -1.32 3.92 0.17
O -2.12 4.34 -0.32
H 1.60 -3.95 2.23
H 0.14 -3.68 2.37
O 0.81 -4.37 2.50
H -3.86 -2.19 0.49
H -4.23 -2.26 -1.04
O -4.52 -2.47 -0.11

# 7
58
Properties=species:S:1:pos:R:3 method="wB97M-V/def2-TZVPD" orbital_gap_ev=8.679 e_lumo_ev=2.32 relative_energy_ev=3.085 total_charge=-1 total_energy_ev=-38442.950 homo_ev=-6.4 fmax_ev_per_a=2.49
C -1.53 -0.86 1.37
N -2.40 -0.10 0.48
C -3.60 0.48 1.03
O -3.35 1.86 1.23
C -0.05 -0.57 1.07
N 0.45 0.60 1.76
C 1.25 0.38 2.99
O 2.25 -0.59 2.95
H -1.66 -0.56 2.44
H -1.75 -1.91 1.36
H -1.84 0.56 -0.04
H -4.49 0.54 0.41
H -3.89 0.09 2.01
H -2.78 2.12 1.96
H 0.12 -0.44 -0.01
H 0.55 -1.46 1.27
H 0.89 1.21 1.09
H 0.53 0.20 3.78
H 1.75 1.35 3.10
H -4.26 -0.95 -2.10
H -3.92 -1.15 -0.62
O -4.62 -1.22 -1.27
H 3.23 3.32 0.27
H 3.03 1.84 0.68
O 2.69 2.73 0.81
H 0.50 -0.08 -2.58
H -0.55 -0.46 -3.46
O -0.39 0.23 -2.81
H 3.13 -2.14 -0.22
H 4.54 -1.90 -0.80
O 3.71 -2.22 -1.08
H 2.51 1.51 -2.07
H 1.67 1.92 -3.32
O 2.41 2.18 -2.77
H 2.35 -1.21 2.12
H 3.47 -2.69 1.59
O 2.66 -2.37 1.19
H 2.63 -0.07 0.21
H 3.48 -0.11 -1.08
O 2.63 0.16 -0.73
H -2.54 2.10 -1.30
H -1.82 2.11 -2.71
O -2.65 2.17 -2.25
H -2.29 -2.56 -0.14
H -1.51 -3.51 -0.99
O -2.37 -3.42 -0.59
H 0.98 -3.36 0.95
H 0.68 -4.39 2.07
O 0.26 -3.83 1.42
H 2.49 -1.62 -2.24
H 1.75 -2.60 -3.06
O 1.96 -1.66 -3.07
H -0.63 2.64 1.48
H -1.03 3.85 0.68
O -1.05 3.51 1.58
H 0.78 2.88 -0.86
H -0.07 2.26 -1.92
O -0.14 2.83 -1.14

# 8
58
Properties=species:S:1:pos:R:3 method="wB97M-V/def2-TZVPD" orbital_gap_ev=8.920 e_lumo_ev=0.06 relative_energy_ev=2.996 total_energy_ev=-47785.487 homo_ev=-8.9 fmax_ev_per_a=4.96
C -0.44 -0.22 -0.27
N 0.74 0.41 0.38
C 1.34 1.46 -0.34
C 0.52 2.77 -0.11
S 0.04 3.82 -1.60
C 2.80 1.72 0.18
O 3.64 0.50 -0.19
H -0.21 -0.46 -1.33
H -0.66 -1.21 0.22
H -1.35 0.35 -0.34
H 0.48 0.64 1.36
H 1.48 1.21 -1.41
H -0.39 2.63 0.55
H 1.21 3.47 0.51
H -0.08 5.02 -1.03
H 3.32 2.60 -0.39
H -2.15 -1.09 1.99
H -2.30 -2.64 2.37
O -1.84 -1.81 2.47
H -0.83 -3.44 -1.61
H -2.16 -2.91 -2.11
O -1.27 -2.96 -2.34
H 3.59 1.43 2.08
H 3.89 -1.59 2.27
O 2.85 1.83 1.62
H -3.33 0.02 -0.29
H -3.05 0.70 0.96
O -3.46 -0.11 0.66
H -1.47 2.06 2.38
H -2.80 2.51 1.87
O -2.05 1.98 1.65
H -3.81 0.84 -2.33
H -2.36 0.75 -2.11
O -3.19 0.14 -1.92
H -0.15 0.31 3.57
H 0.93 1.28 3.12
O -0.01 1.29 3.40
H -3.73 -2.62 -0.75
H -4.24 -1.94 -1.89
O -3.86 -2.85 -1.67
H -0.68 2.31 -3.10
H -0.58 0.81 -3.31
O -1.01 1.54 -2.80
H 3.53 -0.22 0.61
H 2.42 -1.14 2.36
O 3.35 -0.77 2.11
H 3.20 -0.63 -1.45
H 2.82 -1.24 -2.91
O 2.56 -0.82 -2.14
H 0.91 -2.08 2.34
H 1.16 -2.06 3.92
O 1.01 -1.56 3.17
H 0.74 -3.03 0.61
H 1.75 -1.77 0.43
O 1.62 -2.63 0.88
H 0.06 -1.39 -3.81
H 1.02 -0.63 -2.84
O 0.46 -0.57 -3.67